CH18N2O8 | wB97M-V/def2-TZVPD

Properties
E_HOMO = -9.985 eV
SMILES string = NC(N)=O.O.O.O.O.O.O.O
Energy above the lowest of the compared OMol25 structures with the same formula, charge and spin = 50.6 kcal/mol
LUMO level = -0.2 eV
Kohn-Sham gap = 9.759 eV

Geometry (Å):
1 N 11.269 7.854 -4.967
2 C 10.647 6.751 -5.281
3 N 11.521 5.825 -5.487
4 O 9.465 6.626 -5.508
5 H 10.639 8.633 -4.839
6 H 12.228 7.829 -4.651
7 H 12.473 6.122 -5.328
8 H 11.121 4.910 -5.334
9 O 14.596 5.771 -5.870
10 H 14.473 6.628 -6.278
11 H 14.706 5.963 -4.938
12 O 17.075 6.709 -2.676
13 H 17.286 5.917 -2.181
14 H 16.211 6.535 -3.049
15 O 11.839 4.082 -2.840
16 H 11.736 3.532 -3.616
17 H 11.266 3.683 -2.185
18 O 13.629 8.150 -1.648
19 H 13.865 7.700 -0.837
20 H 12.688 8.306 -1.570
21 O 13.820 3.135 -5.092
22 H 14.030 4.033 -5.348
23 H 12.874 3.065 -5.217
24 O 13.006 4.721 -0.300
25 H 13.623 4.074 -0.642
26 H 12.453 4.945 -1.049
27 O 14.382 5.894 -3.156
28 H 14.538 6.339 -2.323
29 H 13.726 5.228 -2.954